# 1
ORCA calculation (ωB97M-V with the def2-TZVPD basis set) on an isolated molecule of C24H33N3O4.

XYZ file:
```
64
Properties=species:S:1:pos:R:3:forces:R:3
H -0.189 1.105 2.228 0.00 -0.08 0.04
H -5.927 3.043 0.246 -0.04 -0.04 -0.01
H -0.334 1.013 0.471 0.00 -0.05 0.00
N 2.149 -0.987 -1.032 0.02 0.21 -0.33
H -2.300 6.533 2.443 0.09 0.01 0.08
H -5.447 2.873 1.934 -0.05 -0.10 0.03
H -2.432 1.774 1.537 -0.03 0.05 -0.07
H 2.541 -4.751 1.974 -0.04 0.00 -0.01
C -3.482 4.878 1.786 0.00 0.04 0.02
C -4.459 4.459 0.877 -0.01 0.07 -0.03
C 0.497 -7.037 -1.935 -0.29 -0.12 0.02
H 2.299 -0.424 -1.856 -0.01 -0.05 0.20
C 2.219 1.890 1.195 -0.17 0.22 0.06
N -1.590 3.388 2.517 0.01 -0.02 0.02
H -5.649 5.026 -0.803 -0.07 -0.04 -0.05
N 2.354 1.006 0.061 0.05 0.25 -0.17
C 1.608 -5.249 1.696 -0.01 0.07 0.26
C 2.086 -5.659 -4.814 0.08 -0.37 -0.25
C 2.016 -4.125 -2.946 0.00 0.06 0.17
H -0.555 5.028 3.241 -0.04 0.07 -0.06
H 0.289 -7.029 -0.863 0.01 -0.02 -0.10
H 1.515 -6.183 2.249 0.01 0.09 0.00
O 1.736 -6.427 -2.232 0.36 0.50 0.19
H 1.096 -6.110 -4.703 0.06 0.01 0.01
C -4.895 5.349 -0.099 0.00 0.02 -0.05
H -3.559 3.133 3.053 -0.02 0.07 0.05
C -0.300 1.698 1.320 -0.09 0.24 -0.25
H -1.773 3.012 0.434 -0.06 -0.04 0.03
H 1.815 -2.949 0.737 -0.02 -0.04 0.06
H -4.373 2.321 0.651 0.00 -0.11 0.01
C -3.455 7.061 0.734 0.04 0.10 -0.02
C 2.129 -2.776 -2.606 -0.01 0.00 0.09
H 2.308 -5.540 -5.875 -0.03 -0.03 0.07
C 1.821 -5.074 -1.939 -0.15 -0.38 -0.05
C -2.888 3.966 2.840 -0.02 -0.01 0.06
C 0.887 2.650 1.201 0.17 -0.29 0.33
H 2.281 -2.074 -3.412 0.02 0.10 -0.12
H 0.944 3.078 3.305 0.05 -0.02 0.10
C 2.162 -0.343 0.186 0.16 0.21 -0.38
C 0.828 3.629 2.371 -0.13 0.15 -0.34
H -3.071 8.070 0.697 0.03 0.08 0.00
C 1.763 -4.636 -0.600 0.03 0.02 -0.24
H 2.300 1.434 -0.850 0.00 -0.12 0.03
H 1.634 4.362 2.299 0.06 0.03 0.03
H -0.612 4.952 1.461 0.01 0.02 0.10
O 2.127 -4.352 -4.284 -0.05 0.23 0.33
C -0.517 4.351 2.384 0.26 -0.05 0.17
H 0.584 -8.066 -2.281 -0.08 0.01 0.01
H -0.325 -6.541 -2.465 0.06 -0.02 0.00
H 0.764 -4.596 1.939 0.05 -0.01 -0.01
C -5.085 3.095 0.932 0.05 -0.01 0.03
H 2.294 1.262 2.084 0.05 0.13 -0.01
H -2.754 4.536 3.766 -0.08 -0.05 -0.03
C 1.863 -3.292 -0.280 -0.03 -0.12 0.38
C -3.015 6.187 1.711 -0.05 0.00 0.00
H 0.799 3.215 0.263 -0.01 0.03 -0.01
C 2.047 -2.355 -1.291 -0.05 -0.47 -0.14
C -1.610 2.478 1.390 0.09 -0.30 0.03
H -4.748 7.301 -0.959 -0.03 0.05 -0.06
C -4.394 6.634 -0.187 -0.01 0.05 -0.03
O 2.048 -0.888 1.262 -0.11 -0.27 0.34
H 3.052 2.602 1.189 -0.04 -0.05 0.09
H 2.831 -6.307 -4.350 -0.08 0.05 -0.09
O 1.604 -5.615 0.336 0.10 0.04 -0.52
```
Positions in Å, forces in eV/Å.

Lowest unoccupied orbital energy, eV: 0.64
HOMO level, eV: -7.80
Total charge: 0
Frontier orbital gap, eV: 8.4438
Maximum force, eV/A: 0.64
Energy above the lowest of the compared OMol25 structures with the same formula, charge and spin, kJ/mol: 191.6

=====

# 2
ORCA calculation (ωB97M-V with the def2-TZVPD basis set) on a cluster of 2 separate species, C24H33N4 in total in a non-equilibrium geometry.

XYZ file:
```
61
Properties=species:S:1:pos:R:3:forces:R:3
N -1.289 -1.393 -1.302 1.27 0.15 0.48
H 0.931 4.063 0.613 -0.25 0.25 0.02
H -1.382 0.502 3.618 0.31 0.20 -0.22
H -0.626 -4.598 0.069 0.27 -0.10 0.04
H -4.239 -0.337 -0.029 0.18 -0.07 0.09
C 0.469 -4.643 0.015 -0.05 0.05 0.32
H 0.227 3.710 3.772 -0.02 -0.30 -0.30
C 0.010 4.609 0.832 -0.36 -0.31 0.35
H 0.393 0.378 3.716 -0.22 -0.07 -0.23
H 0.786 -5.685 0.114 0.00 0.20 -0.03
C -1.249 6.678 0.923 0.05 -0.48 0.02
N -0.272 1.998 2.585 -0.85 0.57 -0.89
H -2.608 0.091 0.541 -0.04 -0.18 -0.04
H -0.457 -0.057 2.193 0.05 0.18 -0.06
H 2.514 -1.079 1.014 0.25 -0.10 -0.19
H -1.297 7.758 0.783 0.01 -0.32 0.06
H -2.694 -0.061 -1.936 -0.13 -0.04 -0.05
C 0.696 2.828 3.312 0.46 0.17 0.20
C -1.020 2.467 1.603 -0.41 -0.89 1.83
H 0.656 -5.946 -2.353 -0.06 0.18 -0.02
H 0.848 -4.543 -3.419 -0.12 -0.04 0.05
C 2.345 -1.361 -1.119 1.46 0.30 0.02
H 0.808 6.524 0.267 -0.27 -0.17 0.13
C 0.925 -4.077 -1.318 -0.16 0.09 -0.44
H -3.352 -3.024 -1.466 -0.11 0.21 -0.13
H -1.794 1.797 1.220 0.41 0.18 0.28
C -2.686 -0.978 -1.338 0.26 -0.09 -0.39
C 3.062 -1.462 -2.339 -0.50 0.06 0.57
N 0.356 -2.713 -1.471 -2.62 0.54 0.56
H -0.684 -4.775 -2.538 0.24 -0.20 -0.05
N -0.990 -2.654 -1.547 2.22 -0.47 -0.26
H -4.514 -1.822 -2.073 0.13 -0.01 0.03
C 4.467 -1.193 0.063 0.12 0.11 -0.17
C -2.331 4.593 1.516 0.55 -0.73 0.06
H 2.012 -3.972 -1.353 -0.15 0.07 -0.02
C 0.403 -4.888 -2.481 0.11 -0.37 -0.34
H 0.705 1.121 -0.190 -0.15 0.31 -0.46
C -0.251 0.690 -0.471 0.09 -0.24 0.01
H -3.098 -2.247 -3.042 -0.02 -0.03 0.14
C -1.112 3.891 1.307 0.39 1.43 -0.78
C -3.454 -2.087 -2.022 -0.72 -0.03 -0.23
C 3.074 -1.190 0.083 -0.50 -0.15 -0.71
C -3.202 -0.683 0.049 -0.33 -0.04 0.40
H 2.495 -1.549 -3.270 0.22 -0.02 0.27
C -0.063 5.985 0.643 -0.21 0.17 -0.05
H 0.892 -4.068 0.845 -0.09 -0.09 -0.05
H -1.090 1.295 -0.799 0.35 0.16 -0.08
H -3.212 4.033 1.841 0.22 0.25 -0.09
C 5.159 -1.314 -1.148 -0.35 -0.06 -0.06
H -3.305 6.517 1.571 0.30 -0.26 -0.09
H 4.986 -1.507 -3.303 -0.15 0.02 0.33
C -2.380 5.974 1.361 0.21 0.17 -0.14
H -3.181 -1.595 0.659 -0.02 0.20 -0.07
H 6.249 -1.318 -1.156 -0.30 0.02 0.02
C -0.442 0.621 3.054 -0.08 -0.33 0.02
C 4.451 -1.434 -2.353 0.21 0.04 0.32
H 1.118 2.204 4.106 -0.05 0.30 -0.22
H 1.506 3.159 2.649 -0.27 -0.14 0.26
H 5.024 -1.100 0.999 -0.18 -0.01 -0.31
C -0.186 -0.624 -0.952 -0.40 0.25 0.09
C 0.892 -1.509 -1.148 -0.18 -0.48 0.22
```
Positions in Å, forces in eV/Å.

Lowest unoccupied orbital energy, eV: -3.47
HOMO level, eV: -8.95
Total charge: +1
Frontier orbital gap, eV: 5.4798
Maximum force, eV/A: 2.73
Energy above the lowest of the compared OMol25 structures with the same formula, charge and spin, kJ/mol: 53.1

=====

# 3
ORCA calculation (ωB97M-V with the def2-TZVPD basis set) on an isolated molecule of C24H33N5O4.

XYZ file:
```
66
Properties=species:S:1:pos:R:3:forces:R:3
C 6.029 -1.458 -0.699 -0.08 0.03 -0.01
H 9.296 -0.717 -0.263 0.08 0.00 -0.01
C -4.709 1.888 0.150 0.02 0.01 -0.01
N -1.385 -0.079 1.102 -0.07 -0.29 -0.14
C 1.275 1.796 -0.627 0.21 0.08 0.02
C -2.434 -2.249 -0.256 -0.35 -0.28 0.06
C 3.176 -0.456 -1.256 -0.31 0.01 0.16
H 1.479 -0.418 1.819 0.01 0.10 0.07
H 1.083 -0.575 -1.826 -0.01 -0.05 0.01
C 3.983 -0.190 -0.013 -0.20 0.01 0.04
C -2.962 2.899 1.398 0.18 0.22 -0.15
H -2.375 2.656 2.289 0.00 0.12 -0.03
O -3.689 1.723 1.106 -0.05 -0.04 0.12
H 3.517 -1.367 -1.749 0.02 0.02 -0.06
H 7.839 -2.462 -1.223 0.03 -0.06 -0.02
C -5.396 -3.560 1.886 0.23 -0.11 -0.04
O -2.897 -1.846 -2.884 -0.16 -0.30 -0.17
H 1.710 1.334 1.787 -0.03 -0.02 0.06
O 0.657 3.708 0.702 0.21 0.19 0.07
H -2.415 -3.011 -1.039 0.09 0.10 0.18
C -2.461 -0.903 -2.265 0.05 0.22 -0.05
C 5.446 -0.347 -0.094 0.22 0.09 0.08
H -3.919 -4.400 0.568 0.09 -0.07 0.00
H -2.607 3.645 -0.613 0.07 0.02 0.01
C -1.736 1.471 -2.231 -0.06 -0.37 0.38
C 3.391 0.208 1.111 -0.11 -0.04 -0.02
H 5.405 -2.238 -1.110 -0.06 -0.05 -0.05
C 1.687 -0.582 -0.914 0.07 -0.02 -0.17
N -1.014 2.418 -0.086 -0.74 -0.41 -0.05
H -3.655 3.715 1.649 0.04 -0.04 0.04
H -3.915 -1.389 1.076 -0.04 0.08 0.01
H 5.842 1.501 0.909 -0.06 0.08 0.01
C 8.223 -0.614 -0.214 0.08 0.00 0.01
H -5.513 -2.713 2.558 -0.06 0.08 0.08
N -2.216 0.307 -2.844 -0.05 0.14 -0.43
H 2.274 2.251 -0.555 -0.13 0.03 -0.04
C -2.032 3.388 0.281 -0.29 0.05 0.36
C 1.909 0.410 1.238 -0.12 -0.08 -0.04
H 3.968 0.376 2.009 0.20 -0.02 0.09
H -4.573 -2.185 -0.351 -0.03 0.09 -0.03
C -1.452 1.294 -0.838 0.10 0.12 -0.01
C -4.021 -3.538 1.230 -0.19 0.26 -0.05
H -2.430 0.376 -3.833 0.02 -0.04 0.19
H -3.249 -3.618 2.000 0.08 -0.06 -0.02
N 1.211 0.469 -0.037 0.25 0.19 0.04
C 6.281 0.627 0.450 -0.04 -0.02 -0.03
C -3.806 -2.260 0.423 0.30 -0.32 0.03
H -1.630 -2.456 0.454 -0.01 0.01 -0.05
H -1.507 4.280 0.633 -0.15 -0.05 -0.05
H -5.261 0.949 0.126 -0.06 0.03 -0.06
H -1.097 0.766 1.570 -0.04 -0.04 0.01
H -5.387 2.700 0.434 -0.02 0.00 -0.03
C -1.686 0.093 -0.207 0.24 0.53 -0.12
H 3.331 0.368 -1.960 0.06 -0.05 -0.08
C 0.297 2.741 0.061 0.46 -0.12 -0.11
H 8.287 1.264 0.811 0.04 0.06 0.03
C 7.404 -1.591 -0.755 0.08 -0.08 -0.04
H -5.530 -4.474 2.459 -0.10 -0.06 0.08
H 0.992 1.733 -1.681 0.05 -0.01 -0.02
O -1.618 2.494 -2.878 0.10 0.21 -0.10
H 1.512 -1.530 -0.397 -0.01 -0.06 -0.06
C 7.655 0.496 0.389 0.11 0.01 0.05
H -1.926 -0.724 1.650 -0.08 0.06 0.00
H -6.178 -3.510 1.132 -0.13 0.01 -0.05
H -4.308 2.091 -0.848 -0.01 0.01 -0.02
N -2.169 -0.978 -0.910 0.08 -0.11 0.15
```
Positions in Å, forces in eV/Å.

Lowest unoccupied orbital energy, eV: 0.51
HOMO level, eV: -8.21
Total charge: 0
Frontier orbital gap, eV: 8.7135
Maximum force, eV/A: 0.85
Energy above the lowest of the compared OMol25 structures with the same formula, charge and spin, kJ/mol: 49.4